[1]
39
Properties=species:S:1:pos:R:3:nbo_charge:R:1 method="wB97M-V/def2-TZVPD" multiplicity=1 lumo_energy_ev=1.472 energy_ha=-1216.646834 charge=-1 homo_ev=-3.6394 largest_force_ev_per_a=2.88 orbital_gap_ha=0.1879 smiles="CC(=O)[C@]1([C@H](C=[N+]([O-])[O-])c2ccc([N+](=O)[O-])cc2)CCCOC1=O"
O -0.8444 -0.3944 -2.5351 -0.505
O -3.1415 1.5157 1.0265 -0.542
O -1.8158 -1.0024 3.0045 -0.634
O -1.5020 0.8392 4.1931 -0.563
O 5.9806 -0.6645 0.2459 -0.403
O 5.3648 -2.4705 -0.8548 -0.400
O -1.7524 -1.8232 -1.1184 -0.615
N -1.3249 0.1703 3.1481 0.443
N 5.0982 -1.4337 -0.2031 0.508
C -1.0697 2.0090 -2.0677 -0.439
C 1.0097 -0.4968 0.5891 0.056
C 3.4011 -0.0033 0.8429 -0.193
C -0.8421 1.7702 -0.5892 -0.404
C -0.6130 0.6176 2.0881 -0.283
C 3.7338 -1.1169 0.0500 -0.018
C 2.7015 -1.9249 -0.4674 -0.171
C -1.3871 0.3598 -0.2121 -0.266
C -2.8620 0.4928 0.4212 0.656
C -3.8433 -0.6276 0.3609 -0.734
C 2.0562 0.2535 1.1602 -0.164
C -1.3617 -0.6826 -1.3390 0.821
C 1.3724 -1.6381 -0.1533 -0.232
C -0.3543 0.9405 -2.8463 -0.062
C -0.5210 -0.2461 0.8720 -0.295
H 4.2100 0.6185 1.2174 0.239
H 1.8571 1.0263 1.9028 0.233
H -3.8215 -1.1247 -0.5974 0.230
H -2.1472 2.0150 -2.2944 0.207
H 2.9635 -2.7726 -1.1001 0.240
H -1.3685 2.5020 0.0371 0.260
H -0.5111 1.0429 -3.9262 0.191
H 0.5903 -2.3395 -0.4511 0.241
H -0.6684 2.9881 -2.3280 0.216
H -3.6220 -1.3522 1.1464 0.284
H 0.2356 1.8372 -0.3635 0.207
H 0.7268 0.9541 -2.6291 0.185
H -4.8347 -0.2205 0.5430 0.221
H -0.1862 1.6376 2.1253 0.185
H -0.9068 -1.2557 1.1018 0.301

---

[2]
40
Properties=species:S:1:pos:R:3:nbo_charge:R:1 method="wB97M-V/def2-TZVPD" multiplicity=1 lumo_energy_ev=-0.463 energy_ha=-1553.449096 charge=0 homo_ev=-8.1073 largest_force_ev_per_a=1.68 orbital_gap_ha=0.2809 smiles="CCOc1ccc2nc(NC(=O)c3c([N+](=O)[O-])cnn3CC)sc2c1"
S -0.9907 -2.5582 0.0922 0.356
O 0.9126 0.7408 -3.0887 -0.374
O 1.0355 -1.2649 -2.3123 -0.407
O -4.8960 0.9207 0.4657 -0.490
O 3.9492 -2.5316 0.0090 -0.554
N 3.8904 0.4274 0.1289 -0.109
N 1.3772 -0.0944 -2.3397 0.533
N 0.4364 -0.4229 0.4992 -0.505
N 3.8588 1.6341 -0.4211 -0.247
N 1.7132 -2.3703 0.1994 -0.613
C -6.0414 -0.2896 -1.3273 -0.639
C 4.8061 0.1253 1.2051 -0.211
C -3.1711 -0.7908 0.2716 -0.323
C -1.3134 1.2962 0.6767 -0.193
C 2.3754 0.3206 -1.4422 -0.051
C 2.9575 1.6007 -1.3732 -0.010
C 5.2809 1.3997 1.8824 -0.613
C 3.0082 -0.4162 -0.4305 0.100
C 0.5340 -1.6793 0.2774 0.283
C -0.8649 -0.0104 0.5017 0.152
C -2.6627 1.5459 0.6480 -0.255
C -5.9307 0.0030 0.1658 -0.063
C -1.8098 -1.0365 0.2986 -0.203
C -3.6022 0.5185 0.4472 0.320
C 2.9492 -1.8512 -0.0610 0.667
H -3.0420 2.5468 0.7768 0.228
H -0.5972 2.0881 0.8234 0.226
H -6.8794 -0.9572 -1.5080 0.216
H 5.7855 2.0403 1.1659 0.231
H -6.2032 0.6368 -1.8722 0.218
H 5.9684 1.1492 2.6849 0.217
H 1.6676 -3.3798 0.2688 0.426
H -3.8530 -1.6098 0.1145 0.224
H 2.7414 2.4550 -1.9809 0.234
H -5.8046 -0.9232 0.7399 0.169
H 5.6548 -0.4293 0.7906 0.220
H 4.4376 1.9457 2.2957 0.217
H -5.1329 -0.7531 -1.7037 0.214
H 4.2946 -0.5277 1.9167 0.213
H -6.8393 0.5014 0.5147 0.196

---

[3]
47
Properties=species:S:1:pos:R:3:nbo_charge:R:1 method="wB97M-V/def2-TZVPD" multiplicity=1 lumo_energy_ev=-7.982 energy_ha=-2771.878313 charge=+2 homo_ev=-15.3363 largest_force_ev_per_a=0.17 orbital_gap_ha=0.2703
Ti 0.3312 -0.8500 0.5125 1.528
S 2.5686 0.9635 -0.8278 1.227
O -0.9591 -0.8683 1.9917 -0.622
O 2.4567 -2.1446 3.1933 -0.367
O -4.0169 2.5728 7.1323 -0.331
O 0.4066 0.7620 1.6905 -0.637
O 2.0428 -0.3819 -0.1799 -0.888
O -2.7011 4.2523 6.7926 -0.332
N -0.7320 -0.3229 -0.8496 -0.735
N -0.5373 -6.0487 1.3560 -0.564
N -0.2318 -4.9294 0.6401 0.222
N -0.2417 -3.7548 1.1645 -0.021
N 0.1957 -5.0015 -0.6052 -0.213
N -4.4659 0.9434 -3.6378 -0.178
N -3.1153 3.1405 6.5617 0.519
N 0.2140 -2.9608 0.1940 -0.392
N -2.3849 0.3927 -2.4439 -0.426
C 5.1353 1.3161 -0.0222 -0.420
C 3.7019 1.6146 0.4371 -0.568
C -2.2872 0.4347 4.1332 -0.129
C -2.4479 2.3936 5.4593 0.111
C -2.9072 1.1237 5.1569 -0.202
C 0.4710 -3.7400 -0.8688 0.185
C 3.9031 0.3785 -1.8851 -0.565
C 1.8045 -1.7522 2.3772 0.573
C -0.7812 2.3179 3.7716 -0.132
C 5.0766 0.1078 -0.9528 -0.418
C -1.2265 1.0333 3.4458 -0.157
C -0.5886 0.3069 2.3723 0.806
C -3.5003 0.6823 -3.0702 0.373
C -1.4023 3.0086 4.7930 -0.203
C -1.6044 0.0376 -1.6360 0.788
H -1.0988 4.0041 5.0817 0.277
H 4.0966 1.2127 -2.5657 0.266
H -3.7295 0.7048 5.7176 0.278
H 3.5249 -0.4653 -2.4600 0.270
H 5.9944 -0.0120 -1.5261 0.267
H -0.7906 -6.7953 0.7181 0.419
H 5.7737 1.1401 0.8416 0.261
H 0.0372 2.7642 3.2247 0.237
H -2.6162 -0.5583 3.8608 0.243
H 3.4772 2.6727 0.5608 0.272
H -1.2507 -5.8430 2.0458 0.411
H 0.8463 -3.3962 -1.8176 0.247
H 3.4115 1.0866 1.3458 0.260
H 4.9097 -0.8149 -0.3946 0.223
H 5.5359 2.1790 -0.5544 0.236

---

[4]
77
Properties=species:S:1:pos:R:3:mulliken_charge:R:1 method="wB97M-V/def2-TZVPD" multiplicity=1 lumo_energy_ev=-1.142 energy_ha=-104315.888821 charge=0 homo_ev=-9.8344 largest_force_ev_per_a=1.12 orbital_gap_ha=0.3195
Br -7.5866 0.5834 -0.2309 0.047
Br 5.3029 3.3153 -7.1377 0.000
Br 1.6913 -0.0390 -6.8476 0.036
Br -0.1529 -3.1792 -6.9100 -0.014
Br 0.1900 1.7781 9.8199 -0.056
Br 3.3057 5.5491 3.6528 -0.001
Br -6.2399 -0.2828 2.9495 0.031
Br -2.7010 0.9343 6.5511 0.043
Br -8.8423 2.4155 5.8159 -0.033
Br -7.3867 -2.8927 1.5206 -0.064
Br -2.7302 -1.0913 4.0929 0.066
Br -0.2589 1.8760 3.0193 0.069
Br 1.7393 -5.6200 -7.6685 0.009
Br 3.1336 1.8946 8.6119 -0.029
Br 4.5107 -2.5846 -7.0455 0.097
Br -5.8153 3.0486 5.0687 -0.012
Br 2.6830 5.0951 -6.8666 -0.026
Br 1.4219 2.0315 -4.4549 -0.005
Br 3.7847 5.5434 0.5091 -0.006
Br 0.7748 1.2910 -1.4843 0.162
Br 2.2429 -1.4474 3.0448 0.066
Br -6.5303 0.4238 6.6996 -0.033
Br 1.6054 -3.0524 -9.5486 -0.056
Br 10.4743 -6.5131 -2.5628 -0.015
Br 7.3378 -1.6360 -5.9461 -0.043
Br 1.9039 -0.8859 9.5380 0.007
Br 9.4353 -3.5534 -2.0308 0.003
Br -0.1901 -0.9134 5.9680 0.014
Br 4.0387 0.2487 -4.7140 0.095
Br -0.5647 4.3547 1.0722 -0.115
Br 2.9264 -3.7907 5.0733 -0.019
Br 3.7774 -0.8041 5.7423 0.003
Br 2.5924 8.1270 1.9292 -0.020
Br 2.9539 3.0278 -9.2668 -0.021
Br 7.5446 -6.0348 -1.4201 -0.005
Br -8.7558 -0.2640 -3.0685 -0.015
Br -7.0049 -2.8447 4.6745 -0.071
Br -6.3750 1.8377 -2.9076 -0.041
Br -2.0418 4.3652 3.8947 -0.068
Br 6.1553 -4.4591 -5.0867 0.011
S -3.4816 0.0081 -0.0411 1.160
O -0.4254 -1.0567 1.2332 -0.361
O 0.0272 0.8350 0.1457 -0.175
O -3.5244 -1.1008 0.8660 -0.517
O -1.1003 -0.9004 -0.9046 -0.310
O -3.2107 1.3336 0.4446 -0.549
C 1.5295 0.8501 8.8021 0.161
C -2.1063 -0.7681 5.8819 -0.469
C 0.6396 -4.1952 -8.3372 -0.331
C -0.4964 -0.4136 0.2266 0.596
C -7.0034 2.2512 6.3546 -0.346
C 2.1500 0.3343 -5.0194 -0.460
C -2.2904 -0.3176 -1.3578 -0.622
C 2.6996 6.2074 1.9537 0.397
C 6.2587 -3.1368 -6.4811 -0.395
C 3.4918 -2.1019 4.3471 -0.447
C 8.9502 -5.3421 -2.5368 -0.080
C 3.4083 3.4098 -7.4397 0.783
C -7.9515 1.1400 -2.0360 -0.352
C -6.3508 -2.2003 2.9851 -0.145
C -1.4133 3.2846 2.4317 0.103
H 1.6871 -0.4279 -4.4084 0.434
H 2.9496 2.6430 -6.8329 -0.814
H -2.2763 2.8300 1.9738 0.019
H -5.3440 -2.5750 2.8694 0.252
H 1.1274 0.6972 7.8111 -0.134
H -4.6305 0.0161 -0.7552 -0.105
H -2.7433 -1.0273 -2.0414 0.428
H 1.7010 5.8279 1.8059 -0.371
H 4.4364 -2.2630 3.8508 0.383
H -6.8892 2.7974 7.2783 0.361
H -2.1225 0.6216 -1.8811 0.345
H -2.5267 -1.5296 6.5211 0.420
H 8.5642 -5.2933 -3.5441 0.073
H -0.1670 -4.6439 -8.8964 0.357
H -8.6617 1.9520 -1.9928 0.343
H 6.7452 -3.5978 -7.3270 0.376